The following is a quantum chemistry calculation of a cluster of 7 separate species, C36H77NO27PS8 in total, from the Open Molecules 2025 dataset.

```
150
Properties=species:S:1:pos:R:3
C 3.3842 -3.8640 -5.9018
C 4.4700 -3.1360 -5.1523
O 5.1115 -3.6518 -4.3064
O 4.6257 -1.8266 -5.5031
C 5.7464 -1.6994 -6.4055
C 5.6269 -0.4484 -7.2873
C 4.2888 0.2854 -7.2096
C 3.1938 -0.3184 -8.1009
C 2.2211 0.7494 -8.6666
C 0.7470 0.5940 -8.2487
C 0.5302 0.2964 -6.7987
C 0.7039 1.2786 -5.7929
P 1.2035 3.0204 -6.1163
O 0.8431 3.3742 -7.6227
O 0.2564 3.9485 -5.2290
S 3.0272 3.3171 -5.6432
C 0.4927 0.9252 -4.4486
C 0.6758 1.8492 -3.2599
O 1.7333 1.9619 -2.7626
O -0.4221 2.4284 -2.7879
C 0.1069 -0.3738 -4.1325
C -0.0747 -1.2788 -5.1483
N 0.1468 -0.9569 -6.4363
C -0.0955 -2.0444 -7.4280
C -1.5770 -2.1533 -7.7994
C -2.1088 -3.5846 -7.9055
C -2.2795 -4.3377 -6.5848
S -1.0862 -5.6565 -6.3708
O 0.0624 -5.3958 -7.1889
O -1.7560 -6.8898 -6.5673
O -0.6832 -5.5808 -4.8411
H 2.6999 -4.2340 -5.1533
H 3.8358 -4.6849 -6.4446
H 2.8924 -3.1949 -6.5934
H 5.8219 -2.5875 -7.0320
H 6.6546 -1.6360 -5.8162
H 5.8824 -0.6847 -8.3146
H 6.3761 0.2569 -6.9397
H 4.4874 1.2980 -7.5464
H 3.9669 0.3680 -6.1778
H 2.6744 -1.0988 -7.5485
H 3.7160 -0.7725 -8.9364
H 2.2422 0.6520 -9.7463
H 2.6252 1.7277 -8.4418
H 0.3324 -0.1855 -8.8696
H 0.1517 1.4716 -8.4708
H 1.4154 4.1258 -7.8527
H -0.6770 3.6939 -5.3106
H -1.2053 2.0986 -3.2485
H -0.0640 -0.7046 -3.1221
H -0.3724 -2.2894 -4.9322
H 0.5467 -1.9395 -8.2853
H 0.2116 -2.9621 -6.9391
H -2.1954 -1.6322 -7.0701
H -1.7792 -1.6674 -8.7495
H -3.0987 -3.5227 -8.3431
H -1.5051 -4.1416 -8.6133
H -2.3062 -3.7031 -5.7040
H -3.2263 -4.8622 -6.6042
H 0.1588 -5.1159 -4.7450
O 2.5229 2.7296 3.7786
S 3.3341 1.7256 3.1548
O 4.6462 2.0379 2.6901
O 2.4778 1.1100 1.9580
C 1.9277 2.0318 0.9915
C 2.9417 2.5958 0.0234
C 3.3967 0.2959 4.1744
H 1.4061 2.8301 1.5242
H 1.1783 1.4562 0.4467
H 3.6669 3.2334 0.5271
H 2.4269 3.1918 -0.7257
H 3.4936 1.8001 -0.4758
H 2.3931 0.0500 4.5058
H 4.0218 0.5379 5.0297
H 3.8370 -0.5230 3.6126
O -3.4216 3.4553 -1.8013
S -3.2639 4.4265 -0.7507
O -4.3619 4.7653 0.0932
O -2.6539 5.7487 -1.3842
C -3.3509 6.3573 -2.4933
C -4.6120 7.0821 -2.0700
C -1.8875 3.9888 0.2519
H -3.5621 5.5986 -3.2500
H -2.6391 7.0608 -2.9206
H -5.3628 6.3900 -1.6928
H -5.0370 7.6150 -2.9207
H -4.3942 7.7962 -1.2770
H -1.0420 3.7537 -0.3894
H -2.1818 3.1156 0.8319
H -1.6612 4.8205 0.9139
O -2.4004 -0.4859 3.5470
S -1.7158 -0.4685 2.2939
O -2.0343 0.5209 1.3080
O -1.8263 -1.9138 1.6358
C -3.1494 -2.4768 1.4773
C -3.9297 -1.8384 0.3461
C 0.0208 -0.4641 2.5552
H -3.6884 -2.4065 2.4227
H -2.9834 -3.5322 1.2720
H -4.1595 -0.7956 0.5576
H -4.8695 -2.3699 0.1982
H -3.3549 -1.8684 -0.5806
H 0.2770 -1.2334 3.2780
H 0.2829 0.5179 2.9382
H 0.5188 -0.6379 1.6067
O 3.0446 -1.8071 6.2872
S 2.0609 -2.6680 6.8779
O 1.0582 -2.1148 7.7336
O 2.7911 -3.8572 7.6111
C 3.7930 -3.5377 8.6113
C 3.1859 -3.0424 9.9076
C 1.2769 -3.6298 5.6303
H 4.5015 -2.8195 8.1969
H 4.3285 -4.4692 8.7767
H 2.6940 -2.0799 9.7767
H 3.9665 -2.9249 10.6587
H 2.4396 -3.7451 10.2770
H 2.0375 -4.0693 4.9910
H 0.6391 -2.9568 5.0612
H 0.6752 -4.3964 6.1110
O -0.6102 5.1365 7.1017
S -0.8484 4.6760 5.7691
O -0.7515 5.5836 4.6668
O -2.2671 3.9560 5.7278
C -3.4124 4.6945 6.2059
C -3.8693 5.7657 5.2361
C 0.1367 3.2617 5.4340
H -3.1891 5.1133 7.1882
H -4.1936 3.9487 6.3366
H -3.1264 6.5549 5.1352
H -4.7972 6.2149 5.5904
H -4.0363 5.3408 4.2462
H 0.0347 2.5584 6.2568
H 1.1621 3.5974 5.3460
H -0.1949 2.8245 4.4971
O -1.3394 -3.5938 10.3305
S -2.2180 -2.4706 10.1996
O -2.6471 -1.7587 11.3622
O -3.4943 -2.9266 9.3642
C -4.2290 -4.0763 9.8362
C -5.0693 -3.7761 11.0610
C -1.5706 -1.3363 9.0265
H -3.5362 -4.8993 10.0187
H -4.8685 -4.3632 9.0038
H -4.4474 -3.5440 11.9236
H -5.6860 -4.6405 11.3084
H -5.7164 -2.9180 10.8811
H -1.2711 -1.8791 8.1387
H -0.7074 -0.8607 9.4844
H -2.3327 -0.5948 8.8000
```

Output
* HOMO: -11.598 eV
* total charge: +1
* orbital gap: 0.2538 hartree
* relative energy (zero: lowest compared OMol25 entry of this formula, charge and spin): 0.0 kcal/mol